Record 1
Entry from OMol25: a molecular structure, C24H33AuN4O4P2 at a distorted geometry (ωB97M-V with the def2-TZVPD basis set).

Output
orbital gap = 0.2476 Ha
2S+1 = 1
LUMO energy = -8.27 eV
charge = +2

CARTESIAN COORDINATES (ANGSTROEM)
Au 0.23162 -0.35527 0.68744
P 1.85605 -2.03134 0.84283
P -1.33198 -2.07400 0.60845
O -0.09395 5.60394 3.22452
O 1.81396 0.89910 0.37980
O 1.66862 5.24420 1.91175
O 2.53258 2.97274 0.70394
N -1.18447 -4.41601 1.95803
N 1.60821 -4.31020 2.21805
N -0.27894 1.24900 2.17192
N -0.92165 3.06514 3.20113
C 4.21934 -3.04900 0.03167
C -2.83009 -1.84537 1.57702
C -0.55097 -7.44224 3.84679
C 0.92422 -3.39118 1.58290
C 2.24370 -3.84883 -1.24959
C -0.51726 -5.38727 2.61517
C 0.86313 -7.38617 3.98478
C 0.16682 3.43651 2.46977
C 1.58239 -6.35841 3.45383
C 0.59079 4.87715 2.55820
C 2.89758 -1.31337 2.12605
C -1.84551 -2.43867 -1.14265
C 1.72307 2.10337 0.92238
C -0.81133 -1.90056 -2.13459
C -0.47536 -3.44266 1.44157
C -1.23211 -6.46800 3.18233
C 2.86873 -2.62106 -0.58727
C -3.17682 -1.71571 -1.40374
C -1.17714 1.76401 3.01711
C 0.90733 -5.33450 2.75087
C 3.07768 -1.45077 -1.55172
C 0.56253 2.30240 1.82074
C -2.24532 1.06162 3.76519
C -2.02536 -3.95540 -1.26910
H -2.49512 -4.16788 -2.23081
H 4.77479 -2.20966 0.44592
H -3.41348 -1.00410 1.21111
H -1.06995 -4.48241 -1.23720
H 3.50282 -2.11714 2.54730
H -2.66840 -4.36347 -0.48709
H 1.28992 -3.66009 -1.73909
H 2.65815 -6.29855 3.54899
H 2.93670 -4.18110 -2.02436
H 4.81893 -3.46412 -0.78002
H -1.41341 3.72661 3.79441
H -3.39406 -1.79885 -2.46952
H 2.09835 4.49954 1.42685
H 2.26758 -0.88808 2.90675
H -1.98630 1.01397 4.82422
H -1.08703 -8.27588 4.27976
H -1.03784 -2.29266 -3.12719
H 2.14952 -1.14887 -2.03796
H -2.35695 0.04859 3.40369
H 3.50083 -0.57770 -1.05436
H 0.20744 -2.18627 -1.88734
H -3.19892 1.58080 3.67251
H -2.30732 -6.49242 3.06711
H 4.10049 -3.82642 0.78812
H 1.36903 -8.17707 4.52204
H -0.85018 -0.80986 -2.19352
H 3.77713 -1.76786 -2.32674
H -2.57020 -1.70328 2.62143
H -4.00977 -2.16309 -0.86322
H 3.52641 -0.53684 1.69531
H -3.12779 -0.65005 -1.16862
H -3.41504 -2.76388 1.49662
H 2.12638 -4.67211 -0.54425

---

Record 2
Entry from OMol25: 3 unconnected molecules or ions with the total composition C40H34Br2F3N2O4 at a distorted geometry (ωB97M-V with the def2-TZVPD basis set).

Output
orbital gap = 0.2855 Ha
2S+1 = 1
LUMO energy = -3.20 eV
charge = +1

CARTESIAN COORDINATES (ANGSTROEM)
Br -2.85530 -2.04006 -1.39298
Br -1.40997 0.20722 2.45540
F -2.66655 -2.07110 1.64104
F -0.82110 -0.16021 -0.87254
F -2.81577 0.26187 -0.02322
O 5.05197 -1.21432 1.48798
O 7.37555 2.35363 -1.72831
O -3.36693 6.99076 -2.61099
O -3.92864 5.22133 2.39170
N -0.82156 -5.72069 -1.24285
N -0.13245 -3.74439 -2.12893
C -2.57901 3.56210 0.59381
C -1.52729 -1.35317 1.20931
C -0.33768 -4.98929 -0.12800
C 3.56985 0.95662 -2.75090
C -1.39426 -7.07958 -1.05608
C 8.75476 1.64365 0.59703
C -3.09243 4.80576 0.23642
C 7.50357 -0.15469 2.31630
C 7.50552 1.12487 0.26907
C -4.26355 6.98503 0.87603
C 0.06205 -3.75274 -0.74842
C -4.51191 8.74259 -0.75926
C 0.64005 -2.62044 0.19792
C -2.96289 5.25957 -1.07607
C -5.11145 9.54641 0.19950
C -3.46801 6.60041 -1.46390
C -2.34270 4.45778 -2.03029
C 6.83673 1.56271 -0.98098
C -1.83778 3.21679 -1.67046
C -4.09173 7.45801 -0.42644
C 3.64347 -0.44254 -0.79217
C 4.82228 1.46519 -2.43870
C -0.69228 -4.99325 -2.38275
C 9.37054 1.27023 1.78305
C -3.66994 -5.19472 -0.03057
C 4.89285 0.07588 -0.46869
C 6.88452 0.21145 1.12433
C -2.11318 -7.32710 0.31998
C -1.94952 2.77046 -0.35582
C -3.85438 -6.63306 2.05239
C -3.77674 5.63679 1.25884
C -4.88134 7.78872 1.83046
C -5.30451 9.06580 1.49195
C -1.86920 -0.77555 -0.22124
C 8.74091 0.37831 2.64718
C 2.98323 -0.00364 -1.93052
C -0.27439 -2.25540 1.41716
C 5.57110 -0.37710 0.77149
C -3.55019 -6.68116 0.47469
C 5.48993 1.02242 -1.29922
H -2.26465 -8.44621 0.39115
H -5.02890 7.42114 2.83900
H 2.00622 -0.40595 -2.17935
H 7.01993 -0.85240 2.98964
H -0.30890 -5.25164 0.94651
H -2.06092 -7.36627 -1.90746
H 3.04964 1.30643 -3.63517
H 3.18196 -1.18620 -0.15354
H -1.55437 1.81502 -0.07720
H -1.48311 -7.07045 1.21879
H -4.34567 -7.29710 -0.03107
H 1.03475 -1.74409 -0.38862
H -2.24915 4.80231 -3.05354
H -4.36844 9.11909 -1.76518
H 9.21787 0.09754 3.57893
H 0.38631 -1.76970 2.19164
H -3.29644 -5.04578 -1.08798
H -5.78125 9.69171 2.23740
H 1.57024 -3.09703 0.63375
H -2.66600 3.21036 1.61554
H 9.24647 2.34225 -0.06945
H -4.49771 -5.71804 2.20278
H -0.51747 -7.79440 -1.09276
H -5.43136 10.54889 -0.05993
H 10.34125 1.67866 2.03883
H 0.07779 -2.98504 -2.77245
H -2.91330 -6.42019 2.63913
H -0.61305 -3.21700 1.90357
H -4.71712 -4.79409 0.08124
H -4.38443 -7.54671 2.41549
H 5.27642 2.21002 -3.08159
H -0.99783 -5.34964 -3.39113
H -3.00150 -4.53915 0.60511
H -1.35153 2.59550 -2.41484

---

Record 3
Entry from OMol25: a gas-phase ion, C4H9N2O2 (charge +1) at a distorted geometry (ωB97M-V with the def2-TZVPD basis set).

Output
orbital gap = 0.3322 Ha
2S+1 = 1
LUMO energy = -4.63 eV
charge = +1
structure (SMILES) = C[C@@]1(N=O)[NH2+]C[C@H]1O

CARTESIAN COORDINATES (ANGSTROEM)
O -1.06876 -1.63495 0.60760
O 2.76196 -0.36511 0.31816
N 1.91302 0.42306 0.28550
N -0.21038 1.29159 -0.22176
C -1.24879 0.84677 0.76867
C -0.47036 -0.44671 1.01332
C 0.59069 -0.00351 -0.09758
C 0.57614 -0.70640 -1.42308
H -0.30172 -0.26639 -1.98271
H -1.08391 1.44174 1.68642
H -0.03088 -0.40329 1.98333
H 1.42836 -0.35743 -2.07814
H -0.60313 1.49998 -1.06935
H -0.78469 -2.34246 1.09110
H -2.28210 0.77694 0.32851
H 0.52291 -1.82224 -1.38311
H 0.29165 2.06840 0.17313